The following is a quantum chemistry calculation of a structure of composition C24H41Cl4F2ILi2N4NaO12, from OMol25.

Each line ends with the Mulliken charge.
Geometry (Å):
1 C 4.1206 -0.1685 1.8993  -0.65
2 O 3.9270 1.0433 1.1792  -0.44
3 C 3.2149 0.7862 0.0149  -0.58
4 C 1.6756 0.9121 0.1814  0.35
5 C 1.2278 1.3610 1.5770  0.04
6 C -0.0534 2.1263 1.5606  0.32
7 N -1.0181 1.8660 2.4358  0.82
8 C -2.0938 2.6797 2.2559  0.53
9 C -3.2498 2.5546 3.1342  -0.46
10 C -3.5823 1.0709 3.1432  0.14
11 O -2.7579 0.3617 3.7730  -0.77
12 N -4.6129 0.4953 2.4956  0.10
13 C -5.6276 1.4541 2.0174  -1.14
14 C -4.1015 -0.3230 1.3492  -0.44
15 C -1.7477 3.4787 1.2151  -1.09
16 C -2.6014 4.5756 0.6654  -0.64
17 C -2.4361 5.8095 1.5194  0.36
18 O -3.3160 6.5000 1.8550  -0.44
19 I -0.3950 6.3027 2.1998  -0.08
20 N -0.4671 3.1237 0.7932  0.60
21 C 0.3132 3.7565 -0.2914  0.54
22 O 1.3499 4.3522 0.0160  -0.71
23 O -0.1243 3.6735 -1.4443  -0.88
24 H 3.2608 -0.8467 1.8572  0.28
25 H 4.2605 0.0979 2.9522  0.31
26 H 5.0264 -0.6923 1.5933  0.16
27 H 3.5456 1.5132 -0.7316  0.27
28 H 3.4382 -0.1986 -0.4090  0.40
29 H 1.2558 -0.0904 -0.0525  -1.13
30 H 1.2690 1.5600 -0.5947  0.90
31 H 1.0252 0.4557 2.1785  -0.51
32 H 1.9758 1.9428 2.1176  0.35
33 H -1.0797 1.1885 3.1824  -0.03
34 H -2.9348 2.8076 4.1526  0.21
35 H -4.0203 3.2768 2.8847  0.64
36 H -5.9281 2.0909 2.8627  0.35
37 H -6.4792 0.8907 1.6718  0.36
38 H -5.2758 2.0881 1.2081  0.47
39 H -4.4243 -1.3568 1.4771  0.33
40 H -4.5552 0.1042 0.4328  0.33
41 H -3.0021 -0.3184 1.3253  -0.16
42 H -2.2474 4.8699 -0.3807  0.45
43 H -3.6473 4.2749 0.6449  0.35
44 Na -0.1439 -1.3920 -0.5690  0.97
45 C 7.3012 -3.8596 0.7434  -0.58
46 C 5.9725 -3.1051 0.5793  0.57
47 O 5.0753 -3.3646 1.4117  -0.74
48 O 5.9191 -2.2942 -0.3836  -0.75
49 H 7.2721 -4.5377 1.5933  0.26
50 H 7.5038 -4.4385 -0.1560  0.22
51 H 8.1113 -3.1459 0.8950  0.08
52 Li -0.2898 -0.2197 4.2469  0.95
53 C 11.7643 -3.1838 -1.3937  -0.36
54 C 11.1732 -4.2104 -2.3318  -0.48
55 O 10.6006 -5.1514 -1.4225  -0.29
56 C 10.3493 -4.5229 -0.2491  0.47
57 O 9.7308 -4.9600 0.6466  -0.41
58 O 10.9211 -3.2615 -0.2463  -0.32
59 H 11.7450 -2.1772 -1.8183  0.37
60 H 12.7895 -3.4287 -1.0959  0.32
61 H 10.3848 -3.7965 -2.9618  0.29
62 H 11.9186 -4.6842 -2.9649  0.31
63 C -8.1414 1.4519 -2.0155  -0.89
64 O -7.6004 0.1691 -1.8230  -0.17
65 C -8.3807 -0.6135 -0.9505  -0.59
66 C -9.2600 -1.5899 -1.7126  0.09
67 O -10.2463 -0.9144 -2.4829  -0.40
68 C -9.8981 -0.8163 -3.8497  -0.61
69 H -7.6500 1.8976 -2.8809  0.22
70 H -9.2198 1.4195 -2.2028  0.42
71 H -7.9372 2.0717 -1.1362  0.25
72 H -8.9868 0.0232 -0.2984  0.45
73 H -7.6849 -1.1777 -0.3197  0.29
74 H -9.7953 -2.2181 -0.9910  0.39
75 H -8.6565 -2.2432 -2.3448  -0.29
76 H -10.0547 -1.7791 -4.3516  0.27
77 H -8.8589 -0.5030 -3.9800  0.26
78 H -10.5465 -0.0700 -4.3073  0.26
79 F -1.7494 6.1595 -1.1287  -0.83
80 N 12.5125 -0.6730 0.7243  -0.40
81 H 13.3765 -1.1183 1.0396  0.40
82 H 12.7358 0.0805 0.0714  0.42
83 H 11.9182 -1.3697 0.2555  0.27
84 H 12.0122 -0.2898 1.5299  0.41
85 F -6.0998 0.7361 -0.2146  -0.79
86 Li 1.6878 4.0081 -2.2902  0.93
87 C -6.1377 -3.6682 -4.1528  0.31
88 Cl -5.9783 -2.5784 -2.7785  -0.01
89 Cl -5.9302 -2.7588 -5.6540  -0.11
90 Cl -4.8987 -4.9353 -4.0582  -0.13
91 Cl -7.7374 -4.4165 -4.1378  -0.11

Its net charge is +1. As for the orbital gap: 2.7 eV. The LUMO energy comes out at -5.21 eV. The spin multiplicity is 1.



The following is a quantum chemistry calculation of a structure of composition C24H41GeN5NiS3Si3, from OMol25.

Each line ends with the Mulliken charge.
Geometry (Å):
1 Ni -0.9570 0.4116 -0.6740  -0.76
2 C -4.4002 1.2343 1.8486  -2.07
3 C -3.2479 0.6577 1.0913  0.80
4 N -2.4856 1.3633 0.3394  0.74
5 N -2.7078 2.6821 0.1387  -0.61
6 C -1.9384 3.3324 -0.7845  0.36
7 N -2.1536 4.6511 -0.8953  -0.37
8 S -0.7821 2.5396 -1.6996  -0.29
9 C -2.9006 -0.7832 1.1109  0.73
10 C -3.6229 -1.7328 1.8173  -0.78
11 C -3.3007 -3.0754 1.6750  -1.06
12 C -2.2586 -3.4326 0.8392  -0.74
13 C -1.5558 -2.4228 0.1998  -0.79
14 N -1.8605 -1.1386 0.3321  1.56
15 H -5.2211 1.4853 1.1715  0.32
16 H -4.0970 2.1409 2.3774  0.50
17 H -4.7847 0.5465 2.5940  0.45
18 H -3.4341 3.1654 0.6483  0.27
19 H -2.9863 5.0844 -0.5282  0.19
20 H -1.6828 5.1264 -1.6481  0.28
21 H -4.4418 -1.4398 2.4572  0.39
22 H -3.8650 -3.8294 2.2066  0.46
23 H -1.9870 -4.4667 0.6846  0.53
24 H -0.7151 -2.6452 -0.4474  0.21
25 S 1.6555 0.2982 -2.6940  -0.36
26 C 0.3014 -0.6656 -3.0767  -0.05
27 N -0.8293 -0.6333 -2.4254  0.46
28 C -1.7879 -1.4619 -2.9990  -0.34
29 C -3.1188 -1.5730 -2.5988  -0.14
30 C -3.9572 -2.4195 -3.2984  -0.77
31 C -3.4866 -3.1570 -4.3876  -0.58
32 C -2.1740 -3.0422 -4.8068  -0.55
33 C -1.3344 -2.1825 -4.1090  0.78
34 S 0.3246 -1.7631 -4.4300  -0.18
35 H -3.4768 -0.9863 -1.7620  0.16
36 H -4.9964 -2.5068 -3.0102  0.43
37 H -4.1620 -3.8133 -4.9192  0.39
38 H -1.8107 -3.5999 -5.6594  0.42
39 C 0.4305 -1.7413 2.7264  -0.77
40 Si 0.8536 0.0557 2.4208  0.27
41 C -0.5847 1.2124 2.8389  -0.83
42 C 2.2601 0.5700 3.5407  -1.25
43 Ge 1.4352 0.4672 -0.2065  0.20
44 Si 3.1489 -1.3264 -0.2943  0.65
45 C 4.4991 -0.9139 -1.5442  -1.17
46 C 2.2761 -2.9295 -0.7563  -0.95
47 C 4.0642 -1.5752 1.3378  -1.17
48 Si 2.5953 2.5972 -0.0840  0.57
49 C 1.5263 3.8870 0.7874  -0.90
50 C 3.0786 3.2163 -1.7893  -1.15
51 C 4.1717 2.3263 0.9085  -0.89
52 H 0.3560 -1.9003 3.8068  0.55
53 H 1.1992 -2.4113 2.3423  0.16
54 H -0.5220 -2.0208 2.2831  0.17
55 H -1.3868 0.6844 3.3646  0.40
56 H -0.9958 1.6561 1.9382  -0.11
57 H -0.2372 2.0199 3.4863  0.62
58 H 1.9358 0.3516 4.5638  0.44
59 H 2.4539 1.6398 3.4792  0.32
60 H 3.1884 0.0351 3.3615  0.35
61 H 4.2466 -1.2630 -2.5444  0.32
62 H 5.4394 -1.3828 -1.2434  0.42
63 H 4.6666 0.1634 -1.6085  0.27
64 H 1.7382 -2.8269 -1.7021  0.18
65 H 1.5675 -3.2386 0.0159  0.17
66 H 3.0083 -3.7321 -0.8777  0.49
67 H 4.5155 -0.6434 1.6800  0.27
68 H 4.8763 -2.2881 1.1683  0.45
69 H 3.4422 -1.9767 2.1377  0.29
70 H 0.8677 4.3837 0.0734  0.24
71 H 2.1510 4.6510 1.2567  0.47
72 H 0.9037 3.4381 1.5656  0.13
73 H 2.2608 3.1073 -2.5026  0.32
74 H 3.9338 2.6576 -2.1759  0.30
75 H 3.3560 4.2724 -1.7499  0.39
76 H 3.9723 2.0543 1.9425  0.23
77 H 4.7713 3.2404 0.9138  0.43
78 H 4.7757 1.5345 0.4607  0.13

Its net charge is +1. As for the orbital gap (alpha / beta): 5.7 / 5.1 eV. The LUMO energy (alpha / beta) comes out at -3.84 / -4.02 eV. Its expectation value of S² is 0.978. The spin multiplicity is 2. For the energy relative to the best compared isomer or geometry (same formula, charge and spin), the calculation gives 17.5 kcal/mol.



The following is a quantum chemistry calculation of a cluster of 8 separate species, C24H41N12O in total, from OMol25.

Each line ends with the Mulliken charge.
Geometry (Å):
1 C 2.7973 -1.1220 1.8900  -1.12
2 C 3.0705 0.2055 1.1851  -0.63
3 N 2.0586 0.6100 0.1925  0.28
4 C 0.9916 1.4092 0.7735  -0.08
5 C -0.1279 1.7341 -0.1923  -1.13
6 N -1.1359 2.5025 0.5361  0.16
7 C -2.2702 1.9868 0.9824  0.50
8 N -3.1925 2.6406 1.6732  -0.66
9 C -4.1642 1.7654 1.9729  -0.37
10 N -3.8419 0.5884 1.4507  0.07
11 C -4.5279 -0.7148 1.4735  -0.49
12 C -4.0033 -1.5763 2.6437  -1.06
13 N -2.6595 0.6891 0.8071  0.05
14 C 1.5746 -0.4551 -0.6171  0.50
15 C 2.2679 -0.6144 -1.9526  -1.26
16 O 0.6385 -1.1703 -0.3119  -0.61
17 H 2.9719 -1.9510 1.2031  0.30
18 H 3.4991 -1.2556 2.7017  0.41
19 H 1.7817 -1.2192 2.2660  0.29
20 H 3.1531 0.9761 1.9449  0.43
21 H 4.0370 0.1494 0.6924  0.29
22 H 1.4347 2.3611 1.0634  0.33
23 H 0.5677 0.9728 1.6870  0.22
24 H 0.2077 2.3139 -1.0476  0.25
25 H -0.6184 0.8519 -0.5950  0.48
26 H -0.9382 3.4622 0.7625  0.09
27 H -5.0688 1.9285 2.5325  0.71
28 H -5.5995 -0.5608 1.5157  0.28
29 H -4.3165 -1.1907 0.5211  0.44
30 H -4.8082 -2.0295 3.2073  0.36
31 H -3.3086 -2.3160 2.2632  0.32
32 H -3.4602 -0.9214 3.3183  0.33
33 H -2.2159 -0.0821 0.3359  0.24
34 H 3.1865 -0.0389 -1.9336  0.36
35 H 2.4352 -1.6703 -2.1280  0.26
36 H 1.6118 -0.1716 -2.6990  0.31
37 C -7.9059 2.0321 0.5836  -0.72
38 C -7.5901 1.6288 1.9523  0.35
39 N -7.3553 1.3135 3.0319  -0.45
40 H -8.9826 2.1347 0.4691  0.38
41 H -7.4377 2.9866 0.3598  0.16
42 H -7.5449 1.2807 -0.1172  0.30
43 C 6.7383 -2.6034 3.1295  -0.87
44 C 6.2402 -1.2494 2.9010  0.46
45 N 5.8381 -0.1851 2.7329  -0.45
46 H 6.7524 -2.8130 4.1971  0.33
47 H 6.0910 -3.3227 2.6319  0.27
48 H 7.7463 -2.7012 2.7313  0.30
49 C 1.9669 -4.8176 -3.3557  -0.69
50 C 3.2517 -4.2864 -3.8031  0.32
51 N 4.2673 -3.8879 -4.1630  -0.41
52 H 1.2850 -4.0036 -3.1294  0.17
53 H 1.5399 -5.4334 -4.1350  0.32
54 H 2.1174 -5.4217 -2.4609  0.31
55 C -2.5551 -4.9176 -3.6520  -0.78
56 C -1.3464 -4.7517 -4.4526  0.40
57 N -0.3961 -4.6210 -5.0844  -0.42
58 H -3.1584 -4.0138 -3.7061  0.25
59 H -3.1350 -5.7559 -4.0318  0.30
60 H -2.2874 -5.1099 -2.6146  0.26
61 C 1.1413 6.0317 0.3405  -0.89
62 C 1.3054 5.1702 1.5105  0.40
63 N 1.4348 4.5106 2.4437  -0.37
64 H 1.2977 7.0696 0.6256  0.35
65 H 1.8674 5.7589 -0.4227  0.28
66 H 0.1366 5.9249 -0.0656  0.30
67 C 8.5062 -0.3223 0.0301  -0.58
68 C 8.6695 -1.7703 -0.0741  0.34
69 N 8.7915 -2.9105 -0.1437  -0.40
70 H 9.1776 0.0722 0.7898  0.26
71 H 8.7358 0.1429 -0.9262  0.32
72 H 7.4800 -0.0897 0.3082  0.06
73 C -5.3259 3.3540 -2.5115  -0.42
74 C -6.6698 3.8029 -2.1610  0.34
75 N -7.7240 4.1667 -1.8855  -0.40
76 H -4.8067 3.0117 -1.6167  -0.08
77 H -5.3852 2.5374 -3.2285  0.28
78 H -4.7678 4.1765 -2.9538  0.31

Its net charge is +1. As for the orbital gap: 8.7 eV. The LUMO energy comes out at -2.87 eV. The spin multiplicity is 1.



no.,strongest force on any atom (eV/A)
1,2.5
2,1.8
3,2.2